DFT (wB97M-V/def2-TZVPD) results for an isolated ion of composition C2H2NO3S and charge -1.

Positions of all 9 atoms, in Å:
C  0.175  0.098  0.047
C  0.446  -1.472  0.181
N  -1.105  0.483  -0.507
O  -0.535  -2.196  0.371
O  1.681  -1.658  -0.068
O  1.073  2.656  0.169
S  1.451  1.170  0.283
H  -1.636  -0.383  -0.324
H  -1.550  1.302  -0.151

As for the HOMO energy: -0.1569 Ha. The total charge is -1. The calculation puts the strongest force on any atom at 3.6 eV/A. The spin multiplicity is 1. The value obtained for the total energy is -20575.2219 eV.

---

DFT (wB97M-V/def2-TZVPD) results for a 2-piece molecular cluster, C2H2NO3S overall.

Positions of all 9 atoms, in Å:
C  -0.932  -0.616  0.752
C  -0.017  0.500  0.410
N  0.939  0.037  -1.281
O  -1.390  -1.442  -0.011
O  1.888  -0.696  -1.162
O  0.492  0.529  -2.287
S  -1.282  -0.364  2.400
H  0.817  0.645  1.079
H  -0.515  1.406  0.101

As for the HOMO energy: -0.1462 Ha. The total charge is -1. The calculation puts the strongest force on any atom at 3.8 eV/A. The spin multiplicity is 1. The value obtained for the total energy is -20572.3567 eV.

---

DFT (wB97M-V/def2-TZVPD) results for a 2-piece molecular cluster, C2H2NO4 overall.

Positions of all 9 atoms, in Å:
C  0.761  -1.338  -0.305
C  0.413  -0.310  0.740
N  2.793  1.350  -0.002
O  1.693  0.981  -0.436
O  1.565  -2.255  -0.234
O  0.952  -0.090  1.852
O  -0.690  0.398  0.383
H  0.219  -1.117  -1.283
H  -0.399  1.298  0.642

As for the HOMO energy (alpha / beta): -0.0652 / -0.1072 Ha. The total charge is -1. The calculation puts the strongest force on any atom at 3.2 eV/A. The spin multiplicity is 1. The value obtained for the total energy is -11783.8986 eV.